[1]
This record from the Open Molecules 2025 dataset describes 16 unconnected molecules or ions with the total composition C33H49Cl45NO4 in a non-equilibrium geometry. The level of theory is wB97M-V/def2-TZVPD.

The geometry in ORCA input format:
```
! wB97M-V def2-TZVPD RIJCOSX def2/J DEFGRID3
* xyz 0 2
C 2.63337 0.96678 6.83506
C 1.11194 0.61267 7.07123
O 0.33438 1.37546 6.14379
C -0.93555 0.74701 5.87706
C -1.59896 1.42385 4.63665
C -1.87678 0.49768 3.38050
C -3.06378 1.21711 2.58160
C -2.71118 2.65959 2.07566
C -2.21494 2.74724 0.57392
C -0.84728 3.52115 0.57575
O 0.01748 3.17148 -0.54523
C 1.34225 3.31076 -0.20452
O 1.80413 4.24369 0.42265
C -2.40557 -0.94576 3.72887
C -1.46953 -2.17556 3.44391
C -2.41108 -3.30070 2.83173
C -0.87755 -2.86976 4.75575
N -0.38063 -1.97998 2.45620
O -0.67005 -2.35608 1.25164
C 0.32842 -0.69002 2.52860
C 1.23939 -0.62474 1.22118
C 1.33298 -0.52012 3.71968
C -0.63654 0.55336 2.39962
H 3.02941 1.65416 7.61968
H 2.72641 1.50032 5.85659
H 3.23622 0.03084 6.75520
H 0.98070 -0.49235 6.95750
H 0.81643 0.92521 8.11025
H -0.83656 -0.36134 5.82438
H -1.57727 0.96019 6.78080
H -2.53908 1.94561 4.94884
H -0.89584 2.23300 4.31061
H -3.95105 1.22568 3.26126
H -3.29588 0.55317 1.71086
H -1.97547 3.21329 2.69947
H -3.66083 3.25612 2.12869
H -2.13376 1.74151 0.09846
H -2.92748 3.35189 -0.03769
H -0.25426 3.33534 1.50615
H -1.04373 4.61887 0.53376
H 2.03841 2.49910 -0.55716
H -3.37367 -1.11687 3.19079
H -2.68142 -0.97831 4.81608
H -3.12943 -3.54239 3.66411
H -3.03606 -2.92355 1.99265
H -1.85751 -4.23702 2.60735
H 0.24108 -2.88555 4.72553
H -1.17510 -3.95059 4.77239
H -1.27779 -2.43022 5.69642
H 0.62386 -0.35776 0.33582
H 1.75696 -1.60546 1.07044
H 2.01199 0.17076 1.40009
H 0.98871 -0.89401 4.70530
H 1.48481 0.58452 3.84728
H 2.32264 -0.92222 3.39238
H -1.05786 0.47188 1.36286
H -0.03340 1.48262 2.47816
C 5.30225 1.61580 10.34858
Cl 6.51665 1.24608 11.57776
Cl 4.00899 0.41219 10.36721
Cl 4.64591 3.23869 10.58879
H 5.78211 1.58374 9.37575
C 3.15324 2.55560 -3.40114
Cl 4.69652 2.50758 -4.25524
Cl 1.80814 2.56475 -4.54412
Cl 3.00927 1.18437 -2.29254
H 3.11302 3.47226 -2.81950
C 4.92967 3.97593 1.49144
Cl 4.28185 2.76406 2.60172
Cl 5.58385 5.35337 2.38358
Cl 6.16624 3.26436 0.44561
H 4.11443 4.32914 0.86658
C -2.77860 -7.13514 4.96438
Cl -3.48963 -6.70626 3.40666
Cl -1.03254 -7.34318 4.80318
Cl -3.14623 -5.90396 6.18052
H -3.21399 -8.07547 5.28945
C 5.32460 -1.70951 3.71767
Cl 6.57507 -2.09870 4.90413
Cl 4.04275 -2.92650 3.75171
Cl 4.67581 -0.08814 4.01011
H 5.77563 -1.72094 2.73086
C 1.55296 -7.24909 1.71701
Cl 2.80242 -7.60992 2.91516
Cl 0.27118 -8.46572 1.76803
Cl 0.88996 -5.63052 1.97532
H 2.00785 -7.27583 0.73242
C -6.10208 -9.66625 3.43538
Cl -5.05988 -9.63944 4.86544
Cl -7.16067 -8.25297 3.41253
Cl -5.13344 -9.74397 1.96094
H -6.72129 -10.55577 3.48392
C -0.01546 -0.49632 -3.64092
Cl -1.35315 0.16690 -4.59251
Cl -0.38485 -0.42702 -1.91484
Cl 0.33190 -2.15836 -4.13188
H 0.86559 0.10900 -3.82779
C 0.95555 5.74146 -6.24140
Cl 0.26283 6.23145 -7.78691
Cl 2.69171 5.46991 -6.39461
Cl 0.62255 6.94827 -4.99156
H 0.49240 4.80484 -5.94477
C -1.71750 7.14469 -1.93022
Cl -0.51560 6.75345 -0.69642
Cl -3.04210 5.97377 -1.89971
Cl -2.33157 8.78651 -1.70752
H -1.23860 7.08903 -2.90183
C -2.07582 -2.62853 -7.25526
Cl -0.54822 -2.69398 -8.13777
Cl -3.44495 -2.64031 -8.37429
Cl -2.18511 -3.97412 -6.11811
H -2.10509 -1.70200 -6.69033
C -2.60582 3.57224 -9.66488
Cl -1.37350 3.15887 -8.46605
Cl -3.92665 2.40258 -9.62793
Cl -3.21346 5.20791 -9.39060
H -2.14803 3.53848 -10.64832
C 1.98713 -5.43088 -9.24354
Cl 2.38567 -3.77177 -9.70783
Cl 2.09702 -5.62999 -7.49109
Cl 0.37720 -5.87305 -9.82142
H 2.70843 -6.09530 -9.70745
C -3.45297 4.26479 -13.51849
Cl -1.79510 3.67623 -13.32411
Cl -4.57325 3.30901 -12.53936
Cl -3.55762 5.97668 -13.09857
H -3.73077 4.15337 -14.56141
C 2.06399 1.24228 -8.69043
Cl 1.60240 0.09543 -7.42891
Cl 2.49924 2.79781 -7.97567
Cl 3.39896 0.60152 -9.65565
H 1.21149 1.39294 -9.34551
*
```

Calculated values
LUMO level (spin up / spin down) = 0.2 / 0.2 eV
Orbital gap (spin up / spin down) = 8.485 / 9.630 eV

Mulliken atomic charge list, values in e, 8 entries: -0.547, -0.359, -0.404, 0.057, -1.509, 3.426, -1.597, -1.044

[2]
This record from the Open Molecules 2025 dataset describes 5 unconnected molecules or ions with the total composition C33H49F12N2O9 in a non-equilibrium geometry. The level of theory is wB97M-V/def2-TZVPD.

The geometry in ORCA input format:
```
! wB97M-V def2-TZVPD RIJCOSX def2/J DEFGRID3
* xyz 1 1
C -0.28971 4.77778 -0.78799
O -1.44877 4.08042 -1.18151
C -1.44165 3.74826 -2.57012
C -2.83232 3.96610 -3.13829
C -2.88672 4.14876 -4.67815
C -1.74740 3.50613 -5.46329
C -1.85789 1.97896 -5.45601
C -0.62073 1.29645 -6.10427
C 0.14307 0.42765 -5.10134
C 1.16675 1.21662 -4.23958
C 2.35078 0.33758 -3.94901
C 2.20847 -0.71339 -3.05395
C 3.27277 -1.57666 -2.79054
C 4.47518 -1.35871 -3.42526
N 4.59105 -0.32948 -4.28996
C 3.59668 0.53098 -4.57530
N 3.76411 1.52595 -5.52086
C 4.49498 2.54251 -5.25995
C 4.55564 3.59832 -6.32332
C 5.30268 2.74586 -4.00932
H -0.22433 5.74576 -1.28586
H 0.61303 4.19294 -0.97587
H -0.37497 4.97803 0.27487
H -1.15516 2.69862 -2.66221
H -0.71645 4.38544 -3.06998
H -3.49127 3.15803 -2.83880
H -3.19114 4.87742 -2.67247
H -3.81962 3.73033 -5.04381
H -2.92746 5.21655 -4.87711
H -1.83642 3.82935 -6.49974
H -0.76947 3.83428 -5.12082
H -1.99371 1.58892 -4.45232
H -2.72135 1.72680 -6.06461
H -0.96046 0.64043 -6.89745
H 0.04907 2.04719 -6.50948
H 0.71930 -0.30904 -5.65958
H -0.53000 -0.11639 -4.44690
H 1.47877 2.11934 -4.74854
H 0.70861 1.49657 -3.29462
H 1.25209 -0.86940 -2.58337
H 3.13875 -2.39654 -2.10883
H 5.31287 -2.00923 -3.25375
H 5.47715 -0.20149 -4.76057
H 5.05140 4.49435 -5.98244
H 3.53718 3.81161 -6.62491
H 5.07541 3.16609 -7.17296
H 4.69045 2.75901 -3.11137
H 5.79414 3.70827 -4.06724
H 6.09904 2.01547 -3.91639
C -1.91574 1.80050 1.23699
C -2.57300 2.77992 2.18303
O -2.98205 2.09329 3.38536
C -2.03874 1.90788 4.28794
O -0.91188 2.30474 4.25305
C -2.59340 1.06080 5.44270
F -3.27880 0.01116 4.96527
F -3.41917 1.76993 6.22544
F -1.61427 0.58353 6.20820
H -2.58674 0.96283 1.04157
H -1.66769 2.28325 0.29350
H -1.00039 1.39119 1.66636
H -3.48285 3.18299 1.74555
H -1.92411 3.61813 2.43193
C -1.23817 -2.20814 4.32717
C 0.09999 -1.50092 4.31432
O 1.14182 -2.30613 3.71848
C 1.19878 -2.28307 2.40234
O 0.49414 -1.66658 1.65673
C 2.38900 -3.12855 1.91787
F 2.43497 -4.31639 2.52389
F 3.54009 -2.48850 2.16947
F 2.31280 -3.32871 0.60241
H -1.15862 -3.16783 4.83911
H -1.96363 -1.59187 4.84388
H -1.60191 -2.40309 3.31802
H 0.43071 -1.30771 5.33166
H 0.05102 -0.54351 3.79551
C -3.60262 -0.30725 8.62048
C -4.38834 0.49855 9.63058
O -4.78868 -0.30954 10.75356
C -3.86253 -0.51540 11.67749
O -2.74214 -0.10212 11.67341
C -4.45349 -1.35753 12.82234
F -5.14846 -2.39675 12.34805
F -5.27773 -0.60423 13.56091
F -3.48839 -1.81991 13.60741
H -4.17078 -1.18409 8.30517
H -3.37747 0.29470 7.75086
H -2.66433 -0.66422 9.04509
H -5.31493 0.86176 9.19147
H -3.82582 1.36357 9.97954
C 0.82471 -5.95740 -1.27224
C 2.20931 -6.56570 -1.28974
O 2.42092 -7.35440 -2.47715
C 2.73425 -6.67862 -3.56924
O 2.86266 -5.49350 -3.66811
C 2.96441 -7.65593 -4.73591
F 1.99786 -8.57503 -4.79374
F 4.13516 -8.28453 -4.57480
F 2.99426 -7.00111 -5.89157
H 0.06300 -6.73038 -1.37634
H 0.66050 -5.42571 -0.33609
H 0.69431 -5.25472 -2.09460
H 2.33528 -7.25391 -0.45730
H 2.98450 -5.80460 -1.21214
*
```

Calculated values
LUMO level = -3.6 eV
Orbital gap = 8.346 eV

Mulliken atomic charge list, values in e, 8 entries: -0.794, -0.378, -0.058, -0.772, -1.020, -0.571, -0.574, -1.177

[3]
This record from the Open Molecules 2025 dataset describes a molecular structure, C33H49N2O4Sn. The level of theory is wB97M-V/def2-TZVPD.

The geometry in ORCA input format:
```
! wB97M-V def2-TZVPD RIJCOSX def2/J DEFGRID3
* xyz 3 1
Sn 0.03022 0.22367 -0.64474
C 1.93221 0.93721 6.53326
C 3.15008 0.67703 5.65034
C 3.91717 -0.54606 6.20056
C 4.07491 1.92001 5.67933
C 2.79315 0.42988 4.21478
C 1.49455 0.53870 3.75076
C 1.21508 0.17071 2.44097
N 0.03650 0.07476 1.82950
C -1.13903 -0.06946 2.47344
C -1.38292 -0.49448 3.75530
C -2.70220 -0.54535 4.23223
C -3.83156 -0.20974 3.37906
C -3.73042 0.16927 2.09066
C -2.34704 0.13771 1.54507
O -2.09742 0.17961 0.35587
C -4.89796 0.51993 1.19800
C -6.19482 0.56996 2.00750
C -4.66009 1.90044 0.56129
C -5.04810 -0.56116 0.10595
C -2.93672 -0.93282 5.66274
C -4.40649 -0.90504 6.08481
C -2.38882 -2.37332 5.83755
C -2.13861 0.03367 6.56895
C 2.39215 -0.18046 1.49794
O 2.08435 -0.39838 0.33947
C 3.77093 -0.25150 2.01853
C 3.89643 0.06291 3.31798
C 4.92034 -0.62078 1.09937
C 4.67843 -2.02159 0.50987
C 6.23680 -0.64312 1.87701
C 5.03258 0.42454 -0.02419
H 2.26186 1.06818 7.56263
H 1.23819 0.09368 6.52310
H 1.39943 1.84718 6.24990
H 4.16320 -0.34564 7.24274
H 4.85253 -0.73690 5.67850
H 3.30813 -1.45010 6.16564
H 4.33599 2.11926 6.71858
H 3.57190 2.80182 5.28123
H 5.00246 1.76476 5.13108
H 0.70693 0.85967 4.41279
H -0.57472 -0.78390 4.40711
H -4.80969 -0.27865 3.82692
H -6.13620 1.27496 2.83888
H -6.48177 -0.41104 2.38963
H -6.99845 0.90512 1.35345
H -4.65882 2.68756 1.31725
H -5.47721 2.10821 -0.12885
H -3.73125 1.95210 -0.00600
H -5.13684 -1.55632 0.54380
H -4.22405 -0.55690 -0.60318
H -5.96491 -0.36266 -0.44840
H -5.01031 -1.62315 5.52886
H -4.84797 0.08751 5.98610
H -4.46994 -1.18221 7.13566
H -2.87753 -3.07617 5.16302
H -2.60131 -2.68662 6.85936
H -1.31131 -2.43137 5.68631
H -2.49719 1.05876 6.47258
H -1.06815 0.01258 6.36630
H -2.28585 -0.27993 7.60189
H 4.88018 0.06005 3.76044
H 4.59861 -2.77370 1.29633
H 5.53175 -2.28827 -0.11302
H 3.78803 -2.06881 -0.11326
H 6.21922 -1.36527 2.69546
H 6.50149 0.33950 2.27311
H 7.03606 -0.94360 1.20117
H 4.15726 0.43342 -0.67097
H 5.89873 0.18359 -0.63978
H 5.18067 1.42589 0.38433
O 1.93786 2.71276 0.50442
C 0.91466 3.06180 -0.05739
O -0.09995 2.29483 -0.32408
C 0.71784 4.50291 -0.51911
N 2.05378 5.20617 -0.38774
C 1.83985 6.46050 0.43366
C 0.69252 6.05834 1.33827
C -0.23685 5.31254 0.37972
H 0.41084 4.49824 -1.56251
H 2.48647 5.40126 -1.29005
H 2.66051 4.54068 0.11451
H 1.54668 7.24832 -0.25868
H 2.77370 6.73218 0.91816
H 0.22155 6.92596 1.79403
H 1.04895 5.40438 2.13687
H -0.79607 6.01989 -0.23115
H -0.95495 4.66219 0.87430
*
```

Calculated values
Energy relative to the best compared isomer or geometry (same formula, charge and spin) = 0.00 kcal/mol
LUMO level = -11.5 eV
Orbital gap = 5.717 eV

Mulliken atomic charge list, values in e, 8 entries: 1.181, -1.975, 1.598, -1.567, -1.588, -0.407, -0.265, -0.772

[4]
This record from the Open Molecules 2025 dataset describes a molecular structure, C33H49O4PSb2Tc in a non-equilibrium geometry. The level of theory is wB97M-V/def2-TZVPD.

The geometry in ORCA input format:
```
! wB97M-V def2-TZVPD RIJCOSX def2/J DEFGRID3
* xyz 4 4
Tc 9.86554 8.83598 15.18185
C 7.06019 6.97744 15.69559
C 7.26145 7.68409 17.01459
O 8.65051 7.91572 17.27733
C 9.32383 6.71972 17.68390
C 10.81083 6.97942 17.67410
O 11.23685 7.18809 16.25728
C 11.54860 5.93507 15.52768
C 10.43928 5.60790 14.55072
O 9.99257 6.82066 13.89981
C 8.87637 6.49542 13.05784
C 7.68104 7.32822 13.35062
O 7.68975 7.82517 14.73012
H 5.96957 6.92652 15.51677
H 7.42870 5.94056 15.75295
H 6.82633 7.04632 17.78862
H 6.67229 8.62751 17.09917
H 9.03306 5.89951 17.04289
H 9.05944 6.37020 18.68878
H 11.38242 6.12857 18.16738
H 10.96220 7.93969 18.19966
H 11.71014 5.06243 16.21273
H 12.52304 6.19368 15.03515
H 9.60756 4.99622 15.02789
H 10.88679 4.89994 13.79760
H 8.64329 5.41179 13.19579
H 9.21323 6.63528 12.00473
H 6.76064 6.74732 13.16694
H 7.60312 8.18191 12.70039
C 13.49220 7.69528 12.86809
Sb 12.25108 9.22867 13.83531
C 13.88862 9.61992 15.26178
C 12.46374 10.52946 11.97878
C 11.65207 9.91258 10.93713
C 12.28307 8.97082 10.12171
C 11.64907 8.35069 9.08128
C 10.29192 8.60375 8.86327
C 9.61756 9.51858 9.62891
C 10.29498 10.23664 10.65840
C 9.66239 11.36362 11.38119
Sb 8.89100 10.76375 13.41905
C 8.65407 12.90270 13.75035
C 6.66496 10.69681 13.12046
H 14.44284 8.07922 12.48089
H 12.87107 7.29952 12.09984
H 13.67398 6.90300 13.62623
H 14.74694 8.99326 14.99237
H 13.60385 9.26118 16.26874
H 14.28263 10.63519 15.29448
H 13.52763 10.49137 11.70220
H 12.15083 11.52080 12.29005
H 13.31204 8.71356 10.38335
H 12.21567 7.68313 8.42023
H 9.69579 8.03106 8.10958
H 8.56904 9.73297 9.41535
H 8.79346 11.67321 10.76530
H 10.37214 12.12810 11.53600
H 9.63230 13.24899 13.99498
H 7.95731 13.04627 14.60947
H 8.18543 13.39355 12.89217
H 6.19811 11.47684 13.75761
H 6.32689 9.74642 13.42699
H 6.49113 10.90929 12.04566
C 11.16838 12.10781 16.12410
P 10.15197 10.62397 16.55744
C 8.59221 11.44294 17.00689
C 7.34685 11.02332 16.48258
C 6.23432 11.84299 16.66834
C 6.37158 13.07984 17.32666
C 7.59558 13.43297 17.90646
C 8.69525 12.60780 17.79896
C 10.87138 10.37743 18.20564
C 9.98592 10.26013 19.27452
C 10.45357 10.35660 20.61673
C 11.84202 10.39273 20.84909
C 12.73239 10.41011 19.75612
C 12.25363 10.47009 18.47381
H 11.51862 12.60509 17.03277
H 10.60306 12.88660 15.60650
H 12.00026 11.86958 15.49322
H 7.27472 10.06102 15.95865
H 5.23608 11.53494 16.35947
H 5.60962 13.84694 17.29925
H 7.79950 14.40968 18.42863
H 9.72046 12.96634 18.16432
H 8.90802 10.17984 19.07491
H 9.67180 10.48920 21.35305
H 12.18851 10.54542 21.86716
H 13.83254 10.44003 19.94466
H 12.94488 10.58022 17.59757
*
```

Calculated values
LUMO level (spin up / spin down) = -12.9 / -14.6 eV
Orbital gap (spin up / spin down) = 5.721 / 4.014 eV

Mulliken atomic charge list, values in e, 8 entries: 0.320, -0.581, -0.932, -0.091, -0.534, -0.288, -0.297, -0.656

no.,energy (eV)
1,-608200.293
2,-89028.492
3,-51993.616
4,-67723.667